# 1
A structure of composition C16H11N3O5Pt in a non-equilibrium geometry, computed with ωB97M-V/def2-TZVPD.

XYZ file:
```
36
C16H11N3O5Pt (ωB97M-V/def2-TZVPD)
C -3.177 4.724 0.004
H 5.656 0.243 3.739
H -4.453 3.035 0.071
C -2.722 1.079 -0.188
N 0.781 -0.075 4.183
O -4.016 6.850 0.100
C -1.850 5.207 -0.082
C -0.591 -0.110 4.259
H 1.392 0.048 4.967
C 2.873 -0.286 1.050
N -4.278 5.658 0.115
H 6.248 0.143 1.321
H -1.692 6.274 -0.026
O -1.975 0.095 -0.324
C 4.236 -0.163 0.697
C 1.163 -0.226 2.890
C -3.432 3.382 -0.025
N 0.063 -0.363 2.158
C 5.218 0.035 1.635
H -3.796 0.864 -0.081
C -2.388 2.459 -0.178
H -1.121 -0.012 5.189
C -1.026 -0.283 2.988
H -2.033 -0.376 2.621
O 2.027 -0.551 0.083
H 3.335 0.047 4.417
C -1.028 2.921 -0.328
H 0.207 4.678 -0.290
C 4.889 0.107 2.989
O -0.040 2.168 -0.553
Pt 0.109 0.032 0.033
O -5.405 5.211 0.250
C 2.538 -0.180 2.426
H 4.467 -0.228 -0.358
C -0.816 4.336 -0.222
C 3.571 0.001 3.360
```

Calculated values
- E: -1275.97479 Ha
- HOMO (alpha / beta): -8.025 / -7.907 eV
- Charge: 0

***

# 2
A structure of composition C16H11N4PdS in a non-equilibrium geometry, computed with ωB97M-V/def2-TZVPD.

XYZ file:
```
33
C16H11N4PdS (ωB97M-V/def2-TZVPD)
C -1.237 -16.921 1.806
C -3.990 -20.543 0.007
H -3.528 -20.565 -0.954
C -6.043 -20.296 3.797
C -2.531 -18.544 0.764
C -1.721 -18.472 -0.354
H -1.993 -18.961 -1.302
H 0.531 -16.343 0.736
N -4.294 -19.545 2.113
C -6.239 -19.223 5.848
C -5.237 -20.462 2.500
H -1.083 -16.318 2.716
N -3.261 -16.891 5.342
N -2.338 -17.730 1.815
C -3.666 -19.574 0.935
N -5.657 -19.319 4.636
H -6.262 -22.233 1.805
C -4.873 -21.551 0.400
H -7.602 -20.039 7.266
H -7.416 -21.899 3.383
Pd -3.763 -18.003 3.551
H 0.035 -17.707 -1.234
C -7.078 -21.192 4.128
C -5.511 -21.462 1.619
H -8.483 -21.740 5.665
H -5.124 -22.416 -0.246
C -7.199 -20.092 6.270
C -0.324 -16.953 0.763
C -7.647 -21.063 5.391
C -2.826 -16.412 6.300
H -5.890 -18.333 6.395
S -2.277 -15.592 7.614
C -0.627 -17.676 -0.387
```

Calculated values
- 2S+1: 3
- E: -1361.16535 Ha
- HOMO (alpha / beta): -11.174 / -11.905 eV
- Charge: +1
- <S²>: 2.02

***

# 3
A structure of composition C16H12BBr2F4N6O6Tl in a non-equilibrium geometry, computed with ωB97M-V/def2-TZVPD.

XYZ file:
```
48
C16H12BBr2F4N6O6Tl (ωB97M-V/def2-TZVPD)
O -2.134 2.795 5.000
H -2.243 -3.537 -2.871
B -2.083 3.120 -2.720
O 5.199 1.381 -1.196
H -0.578 -1.209 5.342
F -2.377 4.128 -3.634
F -1.113 3.635 -1.804
N -1.341 -0.680 -1.306
C -0.682 0.907 4.469
H -2.556 0.949 -1.007
H 3.693 -3.627 -2.631
N 3.903 1.776 0.562
H -0.413 -4.573 -2.391
H -4.330 0.196 -2.457
C -0.005 2.684 2.596
Br 1.930 -6.095 -3.045
N 2.898 1.396 1.299
H 2.325 2.090 1.822
Tl 0.716 1.993 -0.873
C 2.395 -2.062 -1.828
C -2.428 0.001 -1.511
N 1.134 -1.678 -1.527
H -1.611 3.265 4.261
C 0.120 -2.473 -1.895
C -1.185 -1.862 -1.898
F -3.231 2.777 -1.955
H 4.522 2.398 1.038
H 1.026 -1.565 3.401
C -2.334 -2.523 -2.508
O 0.608 2.846 1.469
C 0.030 1.332 3.270
C 1.667 -4.271 -2.420
C -3.520 -0.488 -2.280
F -1.509 1.957 -3.270
C -3.474 -1.805 -2.720
C -0.277 -0.415 4.642
C 4.039 1.296 -0.774
H 3.158 -1.249 -1.650
N 0.822 0.365 2.799
C -1.808 1.536 5.244
O -2.414 0.900 6.089
N 0.588 -0.722 3.620
H 2.540 0.454 1.310
Br -5.071 -2.690 -3.286
C 2.709 -3.317 -2.353
O -0.641 3.592 3.154
O 2.964 0.875 -1.291
C 0.375 -3.800 -2.286
```

Calculated values
- Relative energy (zero: lowest compared OMol25 entry of this formula, charge and spin): 184.55 kJ/mol
- E: -7142.08748 Ha
- HOMO: -1.320 eV
- Charge: -2